Entry 1:
Here is one molecule with the formula C6H9N from the Open Molecules 2025 dataset. Energies are from ωB97M-V with the def2-TZVPD basis set.

Geometry (Å):
C1 1.32 1.98 -0.18
C2 -0.06 1.34 -0.10
C3 -0.29 0.71 -1.28
N1 -0.59 -0.60 -1.04
C4 -0.65 -0.80 0.32
C5 -0.79 -2.17 0.88
C6 -0.41 0.40 0.94
H1 1.99 1.15 -0.46
H2 1.65 2.37 0.77
H3 1.42 2.73 -0.98
H4 -0.06 1.10 -2.26
H5 -0.38 -1.32 -1.71
H6 0.12 -2.75 0.67
H7 -0.93 -2.14 1.96
H8 -1.64 -2.71 0.43
H9 -0.50 0.56 2.01

Values from the calculation:
Net charge: 0
Structure (SMILES): Cc1c[nH]c(C)c1

Mulliken atomic charge list, values in e, 8 entries:
1 C -1.247
2 C 0.599
3 C -0.660
4 N -0.062
5 C 0.265
6 C -1.179
7 C -0.573
8 H 0.327

***

Entry 2:
Here is C50H40CsF3N10O4PS3 as an isolated structure in a non-equilibrium geometry from the Open Molecules 2025 dataset. Energies are from ωB97M-V with the def2-TZVPD basis set.

Geometry (Å):
Cs1 -1.85 -0.87 1.38
C1 4.69 -2.91 0.27
N1 3.85 -3.41 1.33
C2 3.34 -4.68 1.43
C3 2.51 -4.67 2.51
N2 2.48 -3.43 3.07
C4 3.29 -2.69 2.35
P1 3.77 -0.94 2.58
C5 2.74 -0.18 1.31
N3 1.47 -0.35 0.97
C6 1.22 0.52 -0.04
C7 2.34 1.25 -0.33
N4 3.31 0.80 0.52
C8 4.67 1.29 0.55
C9 2.94 -0.47 4.12
N5 2.97 -1.21 5.20
C10 2.36 -0.48 6.18
C11 1.97 0.73 5.68
N6 2.35 0.75 4.36
C12 2.13 1.88 3.47
H1 5.24 -3.74 -0.17
H2 4.09 -2.43 -0.51
H3 5.40 -2.19 0.67
H4 3.61 -5.45 0.72
H5 1.93 -5.49 2.91
H6 0.25 0.56 -0.53
H7 2.53 2.02 -1.06
H8 4.78 2.00 -0.27
H9 4.89 1.79 1.49
H10 5.38 0.48 0.42
H11 2.22 -0.86 7.18
H12 1.43 1.56 6.11
H13 1.81 2.73 4.07
H14 3.07 2.16 2.97
H15 1.35 1.65 2.74
S1 2.95 -7.29 -1.87
C13 2.74 -8.36 -0.55
C14 1.74 -7.94 0.28
C15 1.14 -6.73 -0.16
C16 1.69 -6.26 -1.32
C17 1.31 -5.03 -2.01
C18 1.09 -3.85 -1.26
N7 0.67 -2.73 -1.78
C19 0.44 -2.68 -3.10
C20 0.67 -3.77 -3.95
C21 0.39 -3.65 -5.35
C22 -0.11 -2.51 -5.87
C23 -0.38 -1.38 -5.02
C24 -0.96 -0.19 -5.52
C25 -1.22 0.85 -4.66
C26 -0.85 0.67 -3.30
N8 -0.30 -0.41 -2.82
C27 -0.08 -1.45 -3.65
C28 -1.88 2.09 -5.07
C29 -2.15 3.20 -4.30
C30 -2.84 4.20 -5.02
C31 -3.09 3.86 -6.31
S2 -2.49 2.30 -6.67
C32 1.12 -4.97 -3.38
H16 3.35 -9.24 -0.44
H17 1.45 -8.47 1.17
H18 0.32 -6.24 0.34
H19 1.25 -3.88 -0.19
H20 0.58 -4.51 -5.99
H21 -0.35 -2.43 -6.92
H22 -1.20 -0.14 -6.57
H23 -1.04 1.46 -2.58
H24 -1.89 3.29 -3.26
H25 -3.15 5.14 -4.58
H26 -3.60 4.44 -7.06
H27 1.27 -5.84 -4.00
C33 1.78 6.96 4.08
C34 0.87 5.82 3.73
C35 0.93 5.22 2.47
C36 0.11 4.15 2.15
C37 -0.78 3.65 3.09
C38 -0.87 4.25 4.34
C39 -0.05 5.32 4.65
S3 -1.77 2.21 2.70
O1 -0.87 1.09 2.97
O2 -2.93 2.30 3.56
N9 -2.06 2.21 1.17
C40 -3.04 2.99 0.62
C41 -3.52 4.20 1.12
C42 -4.51 4.93 0.43
C43 -5.07 4.48 -0.73
C44 -4.64 3.24 -1.27
C45 -5.23 2.67 -2.42
C46 -4.81 1.44 -2.85
C47 -3.78 0.80 -2.14
N10 -3.19 1.31 -1.08
C48 -3.62 2.50 -0.61
H28 2.16 7.45 3.18
H29 2.64 6.63 4.67
H30 1.26 7.72 4.67
H31 1.62 5.60 1.73
H32 0.16 3.68 1.17
H33 -1.59 3.87 5.06
H34 -0.12 5.78 5.63
H35 -3.15 4.59 2.05
H36 -4.84 5.87 0.87
H37 -5.84 5.04 -1.24
H38 -6.01 3.22 -2.93
H39 -5.24 0.96 -3.72
H40 -3.42 -0.18 -2.46
F1 -5.38 -4.82 1.25
C49 -4.21 -4.71 0.59
F2 -3.36 -5.62 1.15
F3 -4.45 -5.14 -0.66
C50 -3.59 -3.27 0.66
O3 -3.80 -2.66 1.71
O4 -2.91 -2.95 -0.32

Values from the calculation:
Net charge: -1

Mulliken atomic charge list, values in e, 8 entries:
1 Cs 1.337
2 C -0.913
3 N 0.327
4 C -0.168
5 C -0.800
6 N -0.516
7 C 0.237
8 P -0.482

***

Entry 3:
Here is an isolated ion of composition C5H9N2OS and charge +1 in a non-equilibrium geometry from the Open Molecules 2025 dataset. Energies are from ωB97M-V with the def2-TZVPD basis set.

Geometry (Å):
C1 -1.96 1.22 -1.16
S1 -0.82 0.21 -2.11
C2 -0.47 -1.08 -0.96
C3 0.58 -0.91 0.31
N1 0.09 0.04 1.20
C4 0.97 0.83 1.68
C5 2.34 0.46 1.05
O1 3.51 0.82 1.37
N2 2.00 -0.54 0.20
H1 -1.43 1.62 -0.27
H2 -2.62 0.52 -0.86
H3 -2.50 1.95 -1.79
H4 -0.07 -2.00 -1.49
H5 -1.39 -1.32 -0.32
H6 0.70 -2.02 0.61
H7 0.80 1.67 2.33
H8 3.66 1.54 2.02
H9 2.63 -1.22 -0.20

Values from the calculation:
Net charge: +1
Structure (SMILES): CSC[C@@H]1N=CC(O)=[NH+]1

Mulliken atomic charge list, values in e, 8 entries:
1 C -0.725
2 S -0.048
3 C -0.679
4 C -0.026
5 N -0.383
6 C -0.155
7 C 0.596
8 O -0.422

***

Entry 4:
Here is an isolated ion of composition C7H11N2O and charge +1 in a non-equilibrium geometry from the Open Molecules 2025 dataset. Energies are from ωB97M-V with the def2-TZVPD basis set.

Geometry (Å):
C1 -1.97 1.70 -0.47
N1 -1.34 0.43 -0.20
C2 -0.92 0.21 0.95
C3 -0.16 -1.05 1.12
C4 -0.11 -1.67 -0.27
N2 1.14 -1.48 -0.92
C5 2.11 -0.83 -0.46
C6 2.92 0.01 0.14
O1 2.71 1.35 0.02
C7 -1.22 -0.71 -1.11
H1 -1.35 2.52 0.01
H2 -1.95 1.98 -1.52
H3 -2.92 1.83 -0.10
H4 -0.90 0.92 1.75
H5 0.82 -0.67 1.45
H6 -0.72 -1.65 1.80
H7 -0.34 -2.69 -0.28
H8 3.86 -0.42 0.62
H9 3.18 1.79 0.68
H10 -0.68 -0.33 -1.96
H11 -2.18 -1.22 -1.25

Values from the calculation:
Net charge: +1
Structure (SMILES): C[N+]1=CC[C@H](N=C=CO)C1

Mulliken atomic charge list, values in e, 8 entries:
1 C -0.903
2 N 0.151
3 C -0.111
4 C -0.859
5 C 0.243
6 N -0.668
7 C 0.641
8 C -0.503

***

The calculation returns the following relative energy (zero: lowest compared OMol25 entry of this formula, charge and spin) values, one per record and in order: 149.5, 29.9, 208.3, 298.8 kJ/mol.